{"formula": "C38H31CaF9N4O8P2S3Se2", "method": "ωB97M-V/def2-TZVPD", "homo_energy_ev": -3.44, "orbital_gap_ev": 7.066, "total_charge": -2, "lumo_ev": 3.625, "largest_force_ev_per_a": 0.71, "symbols": ["Ca", "C", "C", "C", "C", "C", "C", "C", "H", "H", "H", "H", "H", "H", "H", "H", "Se", "P", "C", "C", "C", "C", "C", "C", "C", "C", "C", "C", "C", "C", "C", "C", "N", "N", "N", "P", "Se", "C", "C", "C", "C", "C", "C", "C", "C", "C", "C", "C", "C", "H", "H", "H", "H", "H", "H", "H", "H", "H", "H", "H", "H", "H", "H", "H", "H", "H", "H", "H", "H", "F", "C", "F", "F", "S", "O", "O", "O", "F", "C", "F", "F", "S", "O", "O", "N", "S", "O", "O", "C", "F", "F", "F", "C", "C", "O", "H", "H", "H"], "positions_angstrom": [[0.62692, -0.58230, 0.77838], [-1.42485, 2.75740, -3.13481], [-1.73398, 1.36804, -2.64999], [-2.51675, 1.15664, -1.51752], [-2.76908, -0.12772, -1.05479], [-2.24502, -1.22400, -1.72682], [-1.44858, -1.02425, -2.84571], [-1.20064, 0.26132, -3.30282], [-1.43874, 2.80521, -4.22582], [-0.43043, 3.06677, -2.80291], [-2.14052, 3.48191, -2.74553], [-2.90951, 2.01038, -0.97947], [-3.36619, -0.28384, -0.16459], [-2.43695, -2.22366, -1.36626], [-1.00594, -1.87421, -3.35037], [-0.56365, 0.41176, -4.16823], [0.26128, 4.29493, 6.19599], [-0.63337, 2.39767, 6.02286], [-2.37234, 2.38430, 6.57928], [-3.05898, 3.58433, 6.71110], [-4.38309, 3.58656, 7.12798], [-5.01955, 2.39086, 7.42526], [-4.33337, 1.18963, 7.29727], [-3.01490, 1.18216, 6.87163], [0.18501, 1.20336, 7.12294], [-0.01760, 1.33724, 8.49287], [0.66879, 0.52784, 9.38391], [1.57479, -0.41130, 8.91013], [1.78679, -0.54040, 7.54488], [1.09383, 0.26292, 6.65165], [-0.66929, 1.53172, 4.44199], [-0.51400, 1.78523, 3.08637], [-0.87443, 0.66293, 2.41536], [-1.24246, -0.21142, 3.36185], [-1.14508, 0.26714, 4.57769], [-0.02863, 3.30541, 2.24280], [-0.48396, 3.40915, 0.17166], [-1.11905, 4.53564, 3.03666], [-2.43677, 4.18205, 3.30743], [-3.33733, 5.12947, 3.77083], [-2.92974, 6.44043, 3.96628], [-1.61577, 6.79789, 3.69406], [-0.71708, 5.85271, 3.22876], [1.66623, 3.72892, 2.70614], [2.41000, 2.97356, 3.60211], [3.71204, 3.33629, 3.89927], [4.27863, 4.44761, 3.29813], [3.54915, 5.18923, 2.38191], [2.24963, 4.82356, 2.07506], [-2.54438, 4.51094, 6.48626], [-4.91409, 4.52664, 7.21839], [-6.05172, 2.39195, 7.75509], [-4.82636, 0.25238, 7.52306], [-2.48860, 0.24588, 6.74255], [-0.71121, 2.08331, 8.86369], [0.49784, 0.63252, 10.44836], [2.11468, -1.04371, 9.60432], [2.48487, -1.27481, 7.16437], [1.25161, 0.13237, 5.58912], [-2.76931, 3.16300, 3.14899], [-4.35676, 4.83362, 3.98702], [-3.63121, 7.18142, 4.33117], [-1.28414, 7.81641, 3.85604], [0.30997, 6.13910, 3.04477], [1.98222, 2.08689, 4.04882], [4.28868, 2.73653, 4.59188], [5.30306, 4.72036, 3.52110], [4.00111, 6.03539, 1.87958], [1.69818, 5.35437, 1.30792], [3.06517, 2.44049, -1.68574], [2.99276, 1.17698, -1.23562], [3.82252, 0.44103, -1.99642], [1.73093, 0.75419, -1.50000], [3.46728, 1.08024, 0.64019], [2.05359, 1.25320, 1.14217], [4.26087, 2.29954, 0.82478], [2.49614, -1.66553, -0.07188], [-3.10395, -3.48846, 1.03308], [-2.15183, -4.42709, 1.09233], [-2.19944, -5.11881, -0.04641], [-2.45620, -5.24583, 2.10707], [-0.47528, -3.60529, 1.39547], [-0.62844, -2.49003, 0.41091], [-1.68194, -1.35105, 3.07889], [0.53909, -4.62381, 0.68547], [0.93591, -6.05591, 1.14075], [-0.16435, -6.92301, 1.46918], [1.97484, -6.56268, 0.29084], [1.79418, -5.85426, 2.78485], [1.16394, -4.96269, 3.55426], [3.05701, -5.45132, 2.63276], [1.81934, -7.01778, 3.45300], [4.06787, -2.83089, 1.27463], [2.76997, -2.07992, 1.08074], [2.01627, -1.90048, 2.08004], [4.27582, -2.98401, 2.33086], [4.87323, -2.27431, 0.79565], [3.98018, -3.79942, 0.77878]], "atomic_forces_ev_per_a": [[-0.3, 0.4, -0.2], [0.0, 0.0, 0.0], [0.0, 0.0, 0.0], [0.0, 0.0, -0.1], [0.0, -0.1, -0.1], [0.0, 0.0, 0.0], [0.0, 0.0, 0.0], [0.0, 0.0, 0.0], [0.0, 0.0, 0.0], [0.0, 0.0, 0.0], [0.0, 0.0, 0.0], [0.0, 0.0, 0.0], [0.0, 0.0, 0.0], [0.0, 0.0, 0.0], [0.0, 0.0, 0.0], [0.0, 0.0, 0.0], [0.0, -0.1, 0.0], [0.2, 0.0, 0.0], [0.0, 0.0, 0.0], [0.0, 0.0, 0.0], [0.0, 0.0, 0.0], [0.0, 0.0, 0.0], [0.0, 0.0, 0.0], [0.0, 0.0, -0.1], [0.1, 0.0, 0.0], [0.0, 0.0, 0.1], [0.0, 0.0, 0.0], [0.0, 0.0, 0.0], [0.0, 0.0, 0.1], [0.0, 0.0, 0.0], [-0.3, -0.1, 0.0], [0.3, 0.1, 0.2], [0.3, 0.1, 0.0], [-0.2, 0.5, -0.1], [-0.1, -0.4, 0.1], [-0.3, 0.2, -0.3], [0.2, -0.1, 0.3], [-0.1, 0.0, 0.0], [0.0, 0.0, 0.0], [0.0, 0.0, 0.0], [0.0, 0.0, 0.0], [0.0, 0.0, 0.0], [0.0, 0.0, 0.0], [0.1, 0.0, -0.2], [-0.1, 0.1, 0.1], [0.0, 0.0, 0.0], [0.0, 0.1, 0.0], [0.0, 0.0, 0.0], [0.0, -0.1, 0.0], [0.0, 0.0, 0.0], [0.0, 0.0, 0.0], [0.0, 0.0, 0.0], [0.0, 0.0, 0.0], [0.0, 0.0, 0.0], [0.0, 0.0, 0.0], [0.0, 0.0, 0.0], [0.0, 0.0, 0.0], [0.0, 0.0, 0.0], [0.0, 0.0, 0.0], [0.0, 0.0, 0.0], [0.0, 0.0, 0.0], [0.0, 0.0, 0.0], [0.0, 0.0, 0.0], [0.0, 0.0, 0.0], [0.0, 0.0, 0.0], [0.0, 0.0, 0.0], [0.0, 0.0, 0.0], [0.0, 0.0, 0.0], [0.0, 0.0, 0.0], [0.0, 0.0, 0.0], [0.2, 0.3, 0.0], [0.0, 0.0, 0.0], [0.0, -0.1, 0.1], [0.1, -0.1, -0.2], [-0.3, -0.4, 0.2], [0.1, 0.2, -0.2], [-0.2, 0.1, -0.3], [0.0, 0.1, 0.0], [0.0, -0.1, 0.1], [0.0, 0.0, -0.1], [0.0, 0.0, 0.0], [-0.4, 0.0, 0.1], [0.2, 0.1, 0.0], [0.2, 0.0, 0.0], [0.2, -0.3, -0.2], [0.2, 0.1, 0.2], [-0.1, 0.0, 0.0], [0.0, -0.1, 0.0], [-0.1, 0.0, -0.1], [-0.1, 0.0, 0.0], [0.1, 0.0, 0.0], [0.0, -0.1, 0.0], [0.0, 0.0, 0.0], [0.5, -0.4, 0.2], [-0.2, 0.1, 0.1], [0.0, 0.0, 0.0], [0.0, 0.0, 0.0], [0.0, 0.0, 0.0]]}

=====

{"formula": "C38H31Cl3F5O3PReS", "method": "ωB97M-V/def2-TZVPD", "homo_energy_ev": [-8.00, -8.23], "orbital_gap_ev": [7.747, 6.756], "s2": 3.784, "multiplicity": 4, "total_charge": 0, "lumo_ev": [-0.251, -1.474], "largest_force_ev_per_a": 1.43, "symbols": ["Re", "C", "C", "C", "C", "C", "C", "P", "C", "C", "C", "C", "C", "C", "C", "C", "C", "C", "C", "C", "H", "H", "H", "H", "H", "H", "H", "H", "H", "H", "H", "H", "H", "H", "C", "C", "C", "C", "C", "C", "C", "C", "C", "C", "C", "C", "O", "H", "H", "H", "H", "H", "H", "H", "H", "H", "H", "H", "H", "H", "H", "H", "H", "H", "F", "C", "C", "F", "C", "F", "C", "S", "C", "F", "C", "F", "Cl", "C", "Cl", "Cl", "C", "O", "O"], "positions_angstrom": [[0.25014, 0.82716, -0.44648], [0.43324, -4.47112, 2.76374], [-0.58916, -3.73630, 2.18315], [-0.39684, -2.39204, 1.90543], [0.82013, -1.78277, 2.19430], [1.83984, -2.51810, 2.79202], [1.64220, -3.85903, 3.07381], [1.03191, -0.04117, 1.74393], [0.95827, 0.86138, 3.31263], [1.63924, 2.07096, 3.44234], [1.51699, 2.80941, 4.60737], [0.71775, 2.34731, 5.64389], [0.04969, 1.13771, 5.52091], [0.16320, 0.39470, 4.35673], [2.65897, 0.24702, 1.00323], [3.96903, 0.20178, 1.45413], [4.97110, 0.57566, 0.56851], [4.66759, 0.99576, -0.72363], [3.35251, 1.06407, -1.16861], [2.35048, 0.69197, -0.28882], [0.28753, -5.52240, 2.97521], [-1.53119, -4.20592, 1.93117], [-1.19246, -1.81530, 1.45422], [2.78531, -2.04776, 3.03400], [2.43265, -4.43519, 3.53724], [2.26148, 2.42958, 2.63260], [2.04190, 3.75042, 4.70616], [0.61214, 2.93179, 6.54841], [-0.56408, 0.77334, 6.33429], [-0.35880, -0.54928, 4.25823], [4.20921, -0.09769, 2.46698], [6.00272, 0.55189, 0.89570], [5.46860, 1.29312, -1.38842], [3.11235, 1.41709, -2.16318], [1.88080, -2.93800, -1.42482], [0.72039, -3.09763, -2.41156], [0.79775, -2.04967, -3.53004], [-0.63161, -3.12442, -1.71605], [-1.30940, -4.33225, -1.63827], [-2.57575, -4.42658, -1.08670], [-3.19975, -3.27786, -0.63133], [-2.56632, -2.04447, -0.66310], [-3.33863, -0.81692, -0.20156], [-3.41967, 0.26581, -1.28543], [-2.82621, -0.23342, 1.11987], [-1.23937, -1.97118, -1.15420], [-0.58032, -0.81794, -1.08066], [2.83090, -3.00786, -1.95950], [1.84639, -3.71762, -0.66125], [1.84185, -1.96866, -0.93767], [0.83003, -4.08125, -2.87781], [0.73068, -1.04037, -3.13409], [-0.00634, -2.19248, -4.25323], [1.75013, -2.13785, -4.05766], [-0.83350, -5.22083, -2.03799], [-3.08548, -5.38065, -1.04355], [-4.20839, -3.33307, -0.23700], [-4.36150, -1.15519, -0.01468], [-2.46105, 0.75661, -1.44434], [-4.13545, 1.04020, -1.00421], [-3.72958, -0.16471, -2.23805], [-1.83944, 0.23027, 1.00561], [-2.75444, -1.00036, 1.89360], [-3.50154, 0.54571, 1.47556], [-3.30951, 6.41901, -2.44588], [-2.42791, 5.63579, -1.83774], [-2.85013, 4.73470, -0.87652], [-4.14225, 4.65759, -0.55235], [-1.92491, 3.92799, -0.24591], [-2.35871, 3.04691, 0.66130], [-0.56858, 3.99596, -0.54397], [0.61318, 3.05956, 0.36856], [-0.17143, 4.90594, -1.51500], [1.11160, 4.99308, -1.86233], [-1.08482, 5.71960, -2.15770], [-0.68089, 6.58971, -3.08166], [-0.67147, 0.46765, -5.52707], [0.15770, 1.85964, -4.79298], [-0.21407, 3.32106, -5.70604], [1.90025, 1.58030, -4.81673], [-0.42556, 1.97282, -3.33815], [-1.52000, 2.47017, -3.20796], [0.32867, 1.43708, -2.45296]], "atomic_forces_ev_per_a": [[0.9, 0.2, -1.1], [-0.1, 0.1, 0.0], [0.0, -0.1, 0.1], [0.1, 0.1, -0.1], [-0.2, 0.1, -0.2], [0.1, 0.0, 0.0], [0.0, -0.1, 0.1], [0.5, -0.1, 0.3], [-0.1, 0.1, -0.1], [0.0, -0.1, 0.0], [0.0, 0.0, 0.0], [0.0, 0.0, 0.0], [0.0, 0.0, 0.1], [0.0, 0.0, -0.1], [-0.4, 0.1, -0.2], [0.1, -0.1, 0.0], [0.1, -0.1, 0.2], [-0.2, 0.0, -0.1], [0.2, 0.0, -0.1], [-1.0, 0.0, 0.3], [0.0, 0.0, 0.0], [0.0, 0.0, 0.0], [0.3, -0.3, 0.0], [0.0, 0.0, 0.0], [0.0, 0.0, 0.0], [0.0, 0.0, 0.0], [0.0, 0.0, 0.0], [0.0, 0.0, 0.0], [0.0, 0.0, 0.0], [0.0, 0.0, 0.0], [0.0, 0.0, 0.0], [0.0, 0.0, 0.0], [0.0, 0.0, 0.0], [0.0, 0.0, 0.0], [-0.1, -0.1, -0.1], [0.0, 0.2, 0.1], [0.0, -0.3, 0.1], [0.1, 0.6, 0.1], [-0.1, 0.0, 0.0], [0.0, -0.1, 0.0], [0.0, -0.1, 0.0], [0.3, 0.3, -0.1], [0.2, 0.2, 0.0], [-0.1, -0.1, 0.1], [-0.3, 0.1, 0.0], [-0.7, -1.1, 0.0], [0.5, 0.7, 0.0], [0.0, 0.0, 0.1], [0.0, 0.0, 0.0], [0.0, 0.1, 0.1], [0.0, 0.0, 0.0], [0.0, 0.1, 0.0], [0.0, 0.0, 0.0], [0.0, 0.0, 0.0], [0.0, 0.0, 0.0], [0.0, 0.0, 0.0], [0.0, 0.0, 0.0], [0.0, -0.1, 0.0], [0.0, 0.1, -0.1], [0.0, 0.0, 0.0], [0.0, 0.0, 0.0], [-0.1, 0.0, 0.1], [-0.1, 0.2, 0.0], [0.0, 0.0, 0.0], [-0.1, 0.1, -0.1], [0.1, -0.1, 0.1], [0.0, 0.0, 0.1], [0.0, 0.0, -0.1], [0.2, 0.0, -0.2], [-0.1, 0.0, 0.1], [-0.2, 0.0, 0.1], [-0.1, -0.4, -0.1], [-0.1, -0.2, 0.0], [0.1, 0.1, 0.0], [0.0, 0.0, 0.0], [0.0, 0.0, -0.1], [0.0, 0.0, 0.0], [-0.1, 0.0, 0.1], [0.0, 0.0, 0.0], [0.1, 0.0, 0.0], [-0.5, 0.1, -0.3], [0.2, 0.0, 0.2], [0.3, -0.3, 1.0]]}